Molecular formula: C78H181N10O25
Method: DFT, wB97M-V/def2-TZVPD

Its total charge is +5. The calculation puts the HOMO energy at -0.426 hartree. As for the HOMO-LUMO gap: 2.1331 eV. Its total energy is -149853.5528 eV.

Each atom is followed by the atoms it is bonded to, with distances in Å.
Geometry (Å):
1 C -4.820 6.400 3.308  C2 1.539, H11 1.124, H12 1.073, H13 1.072
2 C -4.732 4.945 2.812  C1 1.539, C3 1.498, H14 1.070, H15 1.110
3 C -4.666 4.953 1.316  C2 1.498, N4 1.494, H16 1.028, H17 1.090
4 N -4.618 3.657 0.575  C3 1.494, C5 1.513, C9 1.523, C10 1.483
5 C -4.786 3.776 -0.924  N4 1.513, C6 1.538, H18 1.110, H19 1.106
6 C -6.150 4.318 -1.385  C5 1.538, C7 1.532, H20 1.078, H21 1.108
7 C -7.272 3.508 -0.727  C6 1.532, C8 1.518, H22 1.088, H23 1.089
8 C -7.108 3.291 0.766  C7 1.518, C9 1.502, H24 1.100, H25 1.100
9 C -5.739 2.749 1.064  N4 1.523, C8 1.502, H26 1.062, H27 1.123
10 C -3.317 2.971 0.759  N4 1.483, H28 1.086, H29 1.058, H30 1.134
11 H -3.913 7.017 3.062  C1 1.124
12 H -4.961 6.499 4.366  C1 1.073
13 H -5.655 6.916 2.879  C1 1.072
14 H -5.428 4.247 3.229  C2 1.070
15 H -3.754 4.609 3.218  C2 1.110
16 H -3.845 5.477 0.988  C3 1.028
17 H -5.507 5.477 0.864  C3 1.090
18 H -3.905 4.343 -1.289  C5 1.110
19 H -4.649 2.757 -1.330  C5 1.106
20 H -6.211 5.350 -1.080  C6 1.078
21 H -6.128 4.235 -2.490  C6 1.108
22 H -8.225 4.018 -0.848  C7 1.088
23 H -7.478 2.592 -1.278  C7 1.089
24 H -7.302 4.192 1.367  C8 1.100
25 H -7.786 2.558 1.229  C8 1.100
26 H -5.531 2.743 2.106  C9 1.062
27 H -5.428 1.820 0.515  C9 1.123
28 H -3.385 2.003 0.271  C10 1.086
29 H -3.117 2.769 1.779  C10 1.058
30 H -2.441 3.567 0.355  C10 1.134
31 C -10.566 -3.320 -0.453  C32 1.491, H41 1.077, H42 1.051, H43 1.063
32 C -11.751 -4.217 -0.579  C31 1.491, C33 1.573, H44 1.087, H45 1.140
33 C -12.908 -3.623 0.307  C32 1.573, N34 1.458, H46 1.074, H47 1.121
34 N -14.047 -4.525 0.423  C33 1.458, C35 1.537, C39 1.625, C40 1.483
35 C -13.805 -5.731 1.345  N34 1.537, C36 1.495, H48 1.086, H49 1.154
36 C -13.609 -5.465 2.804  C35 1.495, C37 1.532, H50 1.085, H51 1.095
37 C -14.855 -4.773 3.364  C36 1.532, C38 1.481, H52 1.062, H53 1.099
38 C -15.210 -3.550 2.608  C37 1.481, C39 1.515, H54 1.121, H55 1.114
39 C -15.238 -3.648 1.097  N34 1.625, C38 1.515, H56 1.053, H57 1.117
40 C -14.439 -5.019 -0.920  N34 1.483, H58 1.083, H59 1.082, H60 1.094
41 H -10.923 -2.321 -0.640  C31 1.077
42 H -9.792 -3.530 -1.131  C31 1.051
43 H -10.218 -3.269 0.550  C31 1.063
44 H -11.478 -5.201 -0.205  C32 1.087
45 H -12.054 -4.230 -1.677  C32 1.140
46 H -13.193 -2.672 -0.104  C33 1.074
47 H -12.556 -3.379 1.343  C33 1.121
48 H -13.055 -6.362 0.880  C35 1.086
49 H -14.777 -6.347 1.257  C35 1.154
50 H -12.702 -4.948 3.097  C36 1.085
51 H -13.420 -6.449 3.248  C36 1.095
52 H -14.725 -4.535 4.390  C37 1.062
53 H -15.715 -5.456 3.298  C37 1.099
54 H -14.474 -2.744 2.867  C38 1.121
55 H -16.183 -3.171 2.995  C38 1.114
56 H -15.174 -2.781 0.503  C39 1.053
57 H -16.191 -4.173 0.845  C39 1.117
58 H -14.368 -4.207 -1.632  C40 1.083
59 H -15.481 -5.312 -0.924  C40 1.082
60 H -13.885 -5.895 -1.270  C40 1.094
61 C -6.883 -3.354 3.595  C62 1.553, H71 1.076, H72 1.075, H73 1.069
62 C -5.810 -2.366 4.131  C61 1.553, C63 1.582, H74 1.075, H75 1.068
63 C -4.562 -2.335 3.161  C62 1.582, N64 1.528, H76 1.117, H77 1.041
64 N -3.338 -1.515 3.566  C63 1.528, C65 1.547, C69 1.519, C70 1.518
65 C -2.773 -1.955 4.937  N64 1.547, C66 1.502, H78 1.085, H79 1.104
66 C -2.383 -3.404 5.008  C65 1.502, C67 1.507, H80 1.108, H81 1.091
67 C -1.238 -3.576 4.044  C66 1.507, C68 1.512, H82 1.091, H83 1.063
68 C -1.678 -3.168 2.656  C67 1.512, C69 1.551, H84 1.095, H85 1.084
69 C -2.247 -1.731 2.531  N64 1.519, C68 1.551, H86 1.137, H87 1.120
70 C -3.717 -0.046 3.627  N64 1.518, H88 1.065, H89 1.121, H90 1.073
71 H -7.713 -3.271 4.274  C61 1.076
72 H -6.517 -4.365 3.623  C61 1.075
73 H -7.054 -3.143 2.561  C61 1.069
74 H -5.565 -2.592 5.153  C62 1.075
75 H -6.241 -1.389 4.142  C62 1.068
76 H -4.869 -1.826 2.216  C63 1.117
77 H -4.236 -3.317 3.040  C63 1.041
78 H -3.534 -1.731 5.677  C65 1.085
79 H -1.903 -1.320 5.178  C65 1.104
80 H -3.167 -4.172 4.859  C66 1.108
81 H -1.923 -3.441 5.997  C66 1.091
82 H -0.821 -4.582 4.005  C67 1.091
83 H -0.453 -2.901 4.288  C67 1.063
84 H -2.485 -3.840 2.350  C68 1.095
85 H -0.889 -3.264 1.918  C68 1.084
86 H -2.748 -1.519 1.533  C69 1.137
87 H -1.532 -0.873 2.613  C69 1.120
88 H -4.392 0.181 4.419  C70 1.065
89 H -4.167 0.150 2.620  C70 1.121
90 H -2.846 0.576 3.706  C70 1.073
91 C 9.335 -9.312 -0.876  C92 1.368, H100 1.084, H101 1.080, H102 1.305
92 C 8.308 -10.135 -1.251  C91 1.368, C93 1.487, H103 1.325, H104 1.119
93 C 7.430 -10.943 -0.364  C92 1.487, N94 1.551, H105 1.136, H106 1.077
94 N 7.201 -12.453 -0.634  C93 1.551, C95 1.473, C96 1.560, C99 1.499
95 C 6.251 -12.544 -1.757  N94 1.473, H107 1.015, H108 1.116, H109 1.100
96 C 6.630 -13.186 0.618  N94 1.560, C97 1.498, H110 1.055, H111 1.083
97 C 7.858 -13.788 1.231  C96 1.498, C98 1.403, H112 1.185, H113 1.046
98 C 8.947 -13.718 0.350  C97 1.403, C99 1.437, H115 1.121
99 C 8.555 -13.056 -0.864  N94 1.499, C98 1.437, H116 1.153, H117 1.108
100 H 9.935 -8.910 -1.684  C91 1.084
101 H 9.667 -9.837 0.008  C91 1.080
102 H 9.194 -8.478 0.118  C91 1.305
103 H 8.762 -10.779 -2.316  C92 1.325
104 H 7.919 -9.709 -2.209  C92 1.119
105 H 6.367 -10.548 -0.420  C93 1.136
106 H 7.711 -10.947 0.676  C93 1.077
107 H 6.108 -13.484 -2.113  C95 1.015
108 H 6.627 -12.004 -2.658  C95 1.116
109 H 5.258 -12.151 -1.494  C95 1.100
110 H 5.817 -13.802 0.348  C96 1.055
111 H 6.250 -12.370 1.221  C96 1.083
112 H 7.750 -14.959 1.370  C97 1.185
113 H 8.219 -13.496 2.169  C97 1.046
114 H 11.054 -11.505 6.333  no bonds
115 H 9.981 -14.139 0.448  C98 1.121
116 H 8.716 -13.679 -1.820  C99 1.153
117 H 9.347 -12.305 -1.053  C99 1.108
118 C -3.273 -4.050 -7.335  C119 1.570, H127 1.136, H128 1.090, H129 1.095
119 C -2.988 -2.538 -7.024  C118 1.570, C120 1.498, H130 1.110, H131 1.087
120 C -3.275 -1.848 -8.323  C119 1.498, N121 1.529, H132 1.080, H133 1.116
121 N -3.279 -0.319 -8.304  C120 1.529, C122 1.517, C123 1.522, C126 1.522
122 C -2.068 0.263 -7.601  N121 1.517, H134 1.018, H135 1.111, H136 1.121
123 C -4.514 0.249 -7.619  N121 1.522, C124 1.565, H137 1.114, H138 1.108
124 C -5.100 1.266 -8.653  C123 1.565, C125 1.546, H139 1.091, H140 1.062
125 C -4.025 1.465 -9.746  C124 1.546, C126 1.504, H141 1.068, H142 1.073
126 C -3.369 0.111 -9.761  N121 1.522, C125 1.504, H143 1.072, H144 1.102
127 H -4.384 -4.237 -7.191  C118 1.136
128 H -2.823 -4.685 -6.570  C118 1.090
129 H -2.969 -4.365 -8.338  C118 1.095
130 H -1.924 -2.447 -6.719  C119 1.110
131 H -3.652 -2.228 -6.222  C119 1.087
132 H -4.243 -2.137 -8.702  C120 1.080
133 H -2.549 -2.073 -9.140  C120 1.116
134 H -1.226 -0.148 -7.999  C122 1.018
135 H -2.213 -0.051 -6.546  C122 1.111
136 H -1.985 1.371 -7.752  C122 1.121
137 H -4.152 0.703 -6.668  C123 1.114
138 H -5.158 -0.597 -7.308  C123 1.108
139 H -5.336 2.222 -8.184  C124 1.091
140 H -6.018 0.880 -9.024  C124 1.062
141 H -3.300 2.166 -9.396  C125 1.068
142 H -4.383 1.707 -10.729  C125 1.073
143 H -2.456 -0.063 -10.295  C126 1.072
144 H -3.987 -0.702 -10.174  C126 1.102
145 C -2.157 4.518 -7.259  O146 1.420, H156 1.125, H157 1.080, H158 1.124
146 O -1.563 3.246 -7.041  C145 1.420, C147 1.424
147 C -0.353 3.366 -6.301  O146 1.424, C148 1.562, H159 1.132, H160 1.066
148 C -0.423 3.720 -4.781  C147 1.562, N149 1.496, H161 1.113, H162 1.036
149 N -0.217 2.532 -3.895  C148 1.496, H150 1.053, H151 1.235, C152 1.546
150 H -0.339 2.846 -2.897  N149 1.053
151 H -1.187 1.784 -4.056  N149 1.235
152 C 1.132 1.779 -3.954  N149 1.546, C153 1.517, H163 1.060, H164 1.059
153 C 2.205 2.795 -3.612  C152 1.517, O154 1.455, H165 1.086, H166 1.104
154 O 3.472 2.117 -3.390  C153 1.455, C155 1.408
155 C 4.536 2.793 -4.017  O154 1.408, H167 1.098, H168 1.086, H169 1.090
156 H -2.640 4.951 -6.339  C145 1.125
157 H -2.965 4.416 -7.968  C145 1.080
158 H -1.484 5.243 -7.793  C145 1.124
159 H 0.281 4.174 -6.776  C147 1.132
160 H 0.191 2.472 -6.505  C147 1.066
161 H -1.338 4.221 -4.392  C148 1.113
162 H 0.430 4.266 -4.563  C148 1.036
163 H 1.317 1.284 -4.873  C152 1.060
164 H 1.073 1.080 -3.160  C152 1.059
165 H 1.884 3.280 -2.695  C153 1.086
166 H 2.427 3.565 -4.371  C153 1.104
167 H 4.669 3.855 -3.769  C155 1.098
168 H 4.589 2.615 -5.087  C155 1.086
169 H 5.445 2.365 -3.596  C155 1.090
170 C -0.323 4.164 11.354  O171 1.440, H181 1.096, H182 1.096, H183 1.119
171 O 0.265 3.308 10.356  C170 1.440, C172 1.398
172 C 0.668 2.032 10.759  O171 1.398, C173 1.518, H184 1.142, H185 1.069
173 C 1.116 1.270 9.524  C172 1.518, N174 1.490, H186 1.109, H187 1.109
174 N 1.898 2.147 8.609  C173 1.490, H175 1.018, H176 1.082, C177 1.531
175 H 1.537 2.152 7.657  N174 1.018
176 H 1.719 3.164 8.929  N174 1.082
177 C 3.419 1.967 8.627  N174 1.531, C178 1.470, H188 1.082, H189 1.148
178 C 4.015 3.088 9.368  C177 1.470, O179 1.411, H190 1.046, H191 1.058
179 O 3.481 3.153 10.673  C178 1.411, C180 1.444
180 C 4.474 3.128 11.722  O179 1.444, H192 1.063, H193 1.108, H194 1.111
181 H 0.303 4.312 12.241  C170 1.096
182 H -1.327 3.803 11.608  C170 1.096
183 H -0.347 5.044 10.662  C170 1.119
184 H -0.088 1.412 11.350  C172 1.142
185 H 1.529 2.246 11.356  C172 1.069
186 H 0.246 0.942 8.918  C173 1.109
187 H 1.644 0.330 9.784  C173 1.109
188 H 3.766 2.127 7.615  C177 1.082
189 H 3.741 0.953 9.057  C177 1.148
190 H 3.712 3.980 8.915  C178 1.046
191 H 5.070 3.142 9.310  C178 1.058
192 H 5.277 3.767 11.445  C180 1.063
193 H 4.850 2.093 11.840  C180 1.108
194 H 3.968 3.442 12.660  C180 1.111
195 C 7.806 9.770 1.711  O196 1.467, H206 1.102, H207 1.073, H208 1.155
196 O 7.160 8.608 1.091  C195 1.467, C197 1.386
197 C 5.792 8.570 1.311  O196 1.386, C198 1.546, H209 1.078, H210 1.133
198 C 5.261 7.214 0.793  C197 1.546, N199 1.513, H211 1.076, H212 1.095
199 N 6.038 6.803 -0.438  C198 1.513, H200 1.013, H201 1.109, C202 1.557
200 H 6.990 7.076 -0.223  N199 1.013
201 H 6.028 5.696 -0.500  N199 1.109
202 C 5.513 7.356 -1.795  N199 1.557, C203 1.473, H213 1.092, H214 1.108
203 C 4.341 6.632 -2.318  C202 1.473, O204 1.347, H215 1.128, H216 1.126
204 O 3.222 7.136 -1.763  C203 1.347, C205 1.400
205 C 2.068 6.414 -2.090  O204 1.400, H217 1.105, H218 1.050, H219 1.062
206 H 8.627 10.117 1.063  C195 1.102
207 H 8.139 9.557 2.708  C195 1.073
208 H 7.085 10.672 1.707  C195 1.155
209 H 5.318 9.397 0.808  C197 1.078
210 H 5.422 8.490 2.380  C197 1.133
211 H 4.218 7.243 0.528  C198 1.076
212 H 5.459 6.549 1.640  C198 1.095
213 H 6.351 7.328 -2.494  C202 1.092
214 H 5.292 8.426 -1.612  C202 1.108
215 H 4.502 5.531 -2.125  C203 1.128
216 H 4.293 6.677 -3.442  C203 1.126
217 H 2.104 5.423 -1.603  C205 1.105
218 H 1.839 6.348 -3.113  C205 1.050
219 H 1.290 6.984 -1.646  C205 1.062
220 C -0.966 -1.184 -0.550  O221 1.430, H231 1.124, H232 1.110, H233 1.062
221 O -0.387 -0.273 0.389  C220 1.430, C222 1.420
222 C -0.496 1.012 -0.206  O221 1.420, C223 1.467, H234 1.101, H235 1.125
223 C -0.076 1.979 0.815  C222 1.467, N224 1.495, H236 1.098, H237 1.081
224 N 1.151 1.434 1.474  C223 1.495, H225 1.076, H226 1.030, C227 1.514
225 H 0.945 1.475 2.529  N224 1.076
226 H 1.210 0.436 1.227  N224 1.030
227 C 2.402 2.258 1.258  N224 1.514, C228 1.536, H238 1.082, H239 1.106
228 C 3.356 1.488 0.332  C227 1.536, O229 1.441, H240 1.116, H241 1.114
229 O 2.615 0.530 -0.450  C228 1.441, C230 1.414
230 C 3.463 -0.160 -1.346  O229 1.414, H242 1.053, H243 1.150, H244 1.097
231 H -0.768 -2.173 -0.053  C220 1.124
232 H -0.489 -1.025 -1.540  C220 1.110
233 H -1.996 -0.972 -0.702  C220 1.062
234 H -1.541 1.210 -0.491  C222 1.101
235 H 0.051 1.240 -1.161  C222 1.125
236 H -0.846 2.034 1.595  C223 1.098
237 H 0.103 2.955 0.386  C223 1.081
238 H 2.872 2.294 2.233  C227 1.082
239 H 2.132 3.266 0.893  C227 1.106
240 H 4.077 0.889 0.939  C228 1.116
241 H 4.028 2.143 -0.267  C228 1.114
242 H 2.959 -1.014 -1.703  C230 1.053
243 H 4.378 -0.604 -0.808  C230 1.150
244 H 3.807 0.447 -2.193  C230 1.097
245 C 15.870 -0.512 -3.295  O246 1.416, H256 1.048, H257 1.047, H258 1.074
246 O 14.743 0.127 -2.723  C245 1.416, C247 1.380
247 C 15.177 1.074 -1.818  O246 1.380, C248 1.573, H259 1.119, H260 1.096
248 C 13.903 1.496 -0.998  C247 1.573, N249 1.535, H261 1.073, H262 1.088
249 N 12.779 1.654 -2.031  C248 1.535, H250 1.066, H251 1.008, C252 1.529
250 H 12.862 2.582 -2.549  N249 1.066
251 H 12.894 0.938 -2.731  N249 1.008
252 C 11.321 1.422 -1.634  N249 1.529, C253 1.513, H263 1.034, H264 1.048
253 C 11.062 -0.065 -1.736  C252 1.513, O254 1.454, H265 1.116, H266 1.091
254 O 11.352 -0.525 -3.084  C253 1.454, C255 1.395
255 C 11.489 -1.903 -3.254  O254 1.395, H267 1.130, H268 1.081, H269 1.112
256 H 15.596 -1.180 -4.056  C245 1.048
257 H 16.416 -1.058 -2.588  C245 1.047
258 H 16.554 0.198 -3.720  C245 1.074
259 H 15.761 1.913 -2.272  C247 1.119
260 H 15.851 0.681 -1.048  C247 1.096
261 H 14.113 2.427 -0.508  C248 1.073
262 H 13.588 0.824 -0.203  C248 1.088
263 H 10.834 1.969 -2.365  C252 1.034
264 H 11.022 1.828 -0.716  C252 1.048
265 H 9.989 -0.218 -1.469  C253 1.116
266 H 11.618 -0.687 -1.033  C253 1.091
267 H 11.981 -2.167 -4.237  C255 1.130
268 H 10.501 -2.339 -3.290  C255 1.081
269 H 12.075 -2.372 -2.433  C255 1.112
270 O -6.195 -0.051 -1.112  C271 1.419, H274 0.978
271 C -5.653 -0.611 0.074  O270 1.419, O272 1.294, O273 1.232
272 O -4.452 -0.225 0.361  C271 1.294
273 O -6.418 -1.315 0.735  C271 1.232
274 H -7.141 -0.289 -1.036  O270 0.978
275 O -1.225 5.612 -2.668  C276 1.382, H279 1.004
276 C -1.058 5.177 -1.367  O275 1.382, O277 1.240, O278 1.230
277 O -1.595 5.862 -0.484  C276 1.240
278 O -0.444 4.110 -1.369  C276 1.230
279 H -1.824 6.414 -2.591  O275 1.004
280 O 0.038 1.781 6.207  C281 1.441, H284 0.921
281 C 0.040 1.634 4.773  O280 1.441, O282 1.237, O283 1.268
282 O -0.938 1.052 4.289  C281 1.237
283 O 1.084 2.147 4.269  C281 1.268
284 H -0.820 1.544 6.441  O280 0.921
285 O -3.736 -0.207 -3.287  C286 1.326, H289 0.980
286 C -2.858 0.786 -3.330  O285 1.326, O287 1.232, O288 1.269
287 O -2.831 1.551 -2.365  C286 1.232
288 O -2.076 0.758 -4.330  C286 1.269
289 H -4.198 -0.018 -2.444  O285 0.980
290 O 7.926 5.165 -1.700  C291 1.391, H294 0.982
291 C 7.545 3.979 -1.080  O290 1.391, O292 1.205, O293 1.258
292 O 8.297 3.066 -0.852  C291 1.205
293 O 6.321 4.091 -0.808  C291 1.258
294 H 8.901 5.238 -1.609  O290 0.982

Atomic partial charges in e from the Löwdin method, atoms 1 to 99: atom 1 (C): -0.08, atom 2 (C): -0.21, atom 3 (C): -0.14, atom 4 (N): -0.24, atom 5 (C): -0.10, atom 6 (C): -0.13, atom 7 (C): -0.18, atom 8 (C): -0.15, atom 9 (C): -0.10, atom 10 (C): 0.00, atom 11 (H): 0.11, atom 12 (H): 0.07, atom 13 (H): 0.07, atom 14 (H): 0.09, atom 15 (H): 0.12, atom 16 (H): 0.10, atom 17 (H): 0.13, atom 18 (H): 0.14, atom 19 (H): 0.12, atom 20 (H): 0.10, atom 21 (H): 0.13, atom 22 (H): 0.11, atom 23 (H): 0.11, atom 24 (H): 0.12, atom 25 (H): 0.13, atom 26 (H): 0.10, atom 27 (H): 0.12, atom 28 (H): 0.08, atom 29 (H): 0.09, atom 30 (H): 0.12, atom 31 (C): -0.10, atom 32 (C): -0.22, atom 33 (C): -0.15, atom 34 (N): -0.25, atom 35 (C): -0.11, atom 36 (C): -0.16, atom 37 (C): -0.19, atom 38 (C): -0.19, atom 39 (C): -0.04, atom 40 (C): -0.01, atom 41 (H): 0.08, atom 42 (H): 0.07, atom 43 (H): 0.07, atom 44 (H): 0.11, atom 45 (H): 0.14, atom 46 (H): 0.13, atom 47 (H): 0.15, atom 48 (H): 0.12, atom 49 (H): 0.17, atom 50 (H): 0.12, atom 51 (H): 0.13, atom 52 (H): 0.11, atom 53 (H): 0.13, atom 54 (H): 0.13, atom 55 (H): 0.15, atom 56 (H): 0.11, atom 57 (H): 0.15, atom 58 (H): 0.11, atom 59 (H): 0.11, atom 60 (H): 0.12, atom 61 (C): -0.07, atom 62 (C): -0.18, atom 63 (C): -0.09, atom 64 (N): -0.23, atom 65 (C): -0.11, atom 66 (C): -0.17, atom 67 (C): -0.20, atom 68 (C): -0.15, atom 69 (C): -0.10, atom 70 (C): 0.02, atom 71 (H): 0.07, atom 72 (H): 0.07, atom 73 (H): 0.05, atom 74 (H): 0.09, atom 75 (H): 0.09, atom 76 (H): 0.11, atom 77 (H): 0.09, atom 78 (H): 0.12, atom 79 (H): 0.13, atom 80 (H): 0.14, atom 81 (H): 0.13, atom 82 (H): 0.12, atom 83 (H): 0.11, atom 84 (H): 0.11, atom 85 (H): 0.10, atom 86 (H): 0.13, atom 87 (H): 0.13, atom 88 (H): 0.10, atom 89 (H): 0.10, atom 90 (H): 0.05, atom 91 (C): -0.16, atom 92 (C): -0.36, atom 93 (C): -0.09, atom 94 (N): -0.23, atom 95 (C): 0.00, atom 96 (C): -0.02, atom 97 (C): -0.18, atom 98 (C): -0.03, atom 99 (C): -0.15